DFT (ωB97M-V/def2-TZVPD) results for C4H5FO in the gas phase in a non-equilibrium geometry.

Summary:
**Structure (SMILES)**: F/C=C\[C@@H]1CO1
**E**: -330.39889 a.u.
**ΔE to the lowest compared entry with this formula, charge and spin**: 55.8 kcal/mol

Element x y z (Å)
O (1.5692, 0.1082, -0.8941)
C (-0.6444, 0.6666, -0.0536)
H (-0.4018, 1.7698, -0.0534)
F (-2.2288, -0.9187, -0.2646)
C (0.4606, -0.2390, -0.1879)
C (-1.9346, 0.4004, -0.0104)
H (2.1919, -1.3896, 0.3522)
H (0.2144, -1.0760, -0.7153)
H (-2.8611, 0.8762, 0.1173)
C (1.7580, -0.4758, 0.4585)
H (1.8765, 0.2778, 1.2513)

Atomic partial charges in e from the Mulliken method, atoms 1 to 2: -0.44 -0.57